[1]
DFT (ωB97M-V with the def2-TZVPD basis set) results for a single C5H11N molecule.

The value obtained for the gap between HOMO and LUMO is 10.096 eV. Its total energy is -6850.009 eV. The relative energy (zero: lowest compared OMol25 entry of this formula, charge and spin) is 3.520 eV. For the molar mass, the calculation gives 85.15 g mol⁻¹. For the HOMO energy, the calculation gives -8.896 eV. Its charge is 0. The LUMO energy comes out at 1.20 eV. As for the SMILES: CCN1C[C@H]1C.

Last column: Löwdin charge in e.
CARTESIAN COORDINATES (ANGSTROEM)
C  -1.928960  1.047765  -0.330543  -0.092
C  -1.426231  -0.354143  -0.043290  -0.297
N  -0.047487  -0.444310  -0.457503  -0.124
C  0.806314  -1.631134  0.306720  -0.015
C  1.023102  -0.169968  0.453510  -0.434
C  2.247898  0.509035  -0.098763  -0.057
H  -2.981793  1.141134  -0.054852  0.071
H  -1.347527  1.774797  0.247231  0.072
H  -1.812405  1.284932  -1.393077  0.076
H  -1.534984  -0.611081  1.021461  0.111
H  -2.000324  -1.097933  -0.617122  0.121
H  0.194331  -2.042971  1.121368  0.073
H  0.504844  -1.696916  -0.815896  0.123
H  0.632792  0.266710  1.376665  0.143
H  3.062655  0.485750  0.633241  0.077
H  2.024270  1.550805  -0.349360  0.073
H  2.583504  -0.012477  -0.999793  0.080

Forces on atoms 1 to 3 (eV/Å):
-0.1 0.1 0.0
-0.2 0.2 0.2
-0.3 0.7 0.2

[2]
DFT (ωB97M-V with the def2-TZVPD basis set) results for a single C5H11N molecule.

The value obtained for the gap between HOMO and LUMO is 8.713 eV. Its total energy is -6848.499 eV. The relative energy (zero: lowest compared OMol25 entry of this formula, charge and spin) is 5.030 eV. For the molar mass, the calculation gives 85.15 g mol⁻¹. For the HOMO energy, the calculation gives -7.824 eV. Its charge is 0. The LUMO energy comes out at 0.89 eV.

Last column: Löwdin charge in e.
CARTESIAN COORDINATES (ANGSTROEM)
C  -0.086570  0.516035  -1.539921  -0.080
N  -0.412161  -1.240103  -1.151628  0.031
C  -0.647327  -1.496352  0.207891  -0.276
C  0.010926  -0.161070  0.161047  -0.551
C  1.470555  -0.156196  0.556450  -0.051
C  -0.840061  0.905599  0.836653  -0.061
H  -1.086320  0.885727  -1.759950  0.078
H  0.525304  1.366817  -1.193532  0.071
H  0.409636  0.150476  -2.435409  0.083
H  -0.017522  -2.270274  0.668965  0.112
H  -1.680178  -1.524010  0.598187  0.106
H  1.554774  -0.313396  1.637454  0.089
H  1.949925  0.800369  0.313538  0.081
H  2.000282  -0.956547  0.032742  0.095
H  -0.841114  0.702394  1.913594  0.094
H  -0.435132  1.911048  0.669657  0.085
H  -1.875019  0.879484  0.484260  0.093

Forces on atoms 1 to 3 (eV/Å):
0.0 0.3 -0.3
-0.1 -0.2 -0.1
0.0 -0.1 0.1

[3]
DFT (ωB97M-V with the def2-TZVPD basis set) results for a single C5H11N molecule.

The value obtained for the gap between HOMO and LUMO is 10.960 eV. Its total energy is -6852.858 eV. The relative energy (zero: lowest compared OMol25 entry of this formula, charge and spin) is 0.671 eV. For the molar mass, the calculation gives 85.15 g mol⁻¹. For the HOMO energy, the calculation gives -9.761 eV. Its charge is 0. The LUMO energy comes out at 1.20 eV. As for the SMILES: C=NCC(C)C.

Last column: Löwdin charge in e.
CARTESIAN COORDINATES (ANGSTROEM)
C  -1.638415  -0.712852  0.234619  -0.089
C  -0.626739  0.407614  -0.006432  -0.449
C  -0.992674  1.259659  -1.219083  -0.091
N  1.229346  -0.709712  1.126612  -0.023
C  0.786977  -0.158914  -0.147561  -0.247
C  2.472720  -0.708668  1.349844  -0.065
H  -1.582015  -1.466384  -0.563294  0.080
H  -1.435517  -1.214688  1.185187  0.070
H  -2.662784  -0.323146  0.256627  0.074
H  -0.609337  1.053978  0.881270  0.132
H  -1.020604  0.657708  -2.136577  0.081
H  -0.263807  2.065148  -1.367258  0.073
H  -1.978797  1.720032  -1.090935  0.076
H  1.479732  0.623107  -0.498327  0.111
H  0.781648  -0.953250  -0.909836  0.127
H  3.223716  -0.364225  0.622364  0.076
H  2.840085  -1.073222  2.309919  0.064

Forces on atoms 1 to 3 (eV/Å):
0.0 0.0 0.0
0.0 0.0 0.0
0.0 0.0 -0.1

[4]
DFT (ωB97M-V with the def2-TZVPD basis set) results for a single C5H11N molecule.

The value obtained for the gap between HOMO and LUMO is 10.879 eV. Its total energy is -6852.794 eV. The relative energy (zero: lowest compared OMol25 entry of this formula, charge and spin) is 0.735 eV. For the molar mass, the calculation gives 85.15 g mol⁻¹. For the HOMO energy, the calculation gives -9.657 eV. Its charge is 0. The LUMO energy comes out at 1.22 eV. As for the SMILES: C=NCCCC.

Last column: Löwdin charge in e.
CARTESIAN COORDINATES (ANGSTROEM)
C  0.290532  -2.367715  0.925881  -0.126
C  -0.410629  -1.183388  0.263029  -0.284
C  0.158230  0.151515  0.749924  -0.224
N  -0.360776  1.211213  -1.357191  -0.039
C  -0.439578  1.393708  0.081247  -0.262
C  0.225491  2.098195  -2.036379  -0.058
H  1.363700  -2.362860  0.697791  0.071
H  -0.116807  -3.322828  0.577774  0.067
H  0.185250  -2.335659  2.016935  0.069
H  -0.294997  -1.243357  -0.824180  0.095
H  -1.491116  -1.230449  0.457617  0.109
H  1.236850  0.161535  0.541150  0.112
H  0.046901  0.234150  1.839340  0.111
H  -1.490564  1.534365  0.367430  0.116
H  0.113615  2.290769  0.413338  0.103
H  0.596780  3.042627  -1.612109  0.073
H  0.387116  1.928181  -3.101597  0.065

Forces on atoms 1 to 3 (eV/Å):
0.0 0.0 0.0
0.0 0.0 0.0
0.1 0.0 0.0

- Look up the gap between HOMO and LUMO of the fourth one.
  10.879 eV